(1)
DFT (ωB97M-V/def2-TZVPD) results for a structure of composition C45H38BrN9O3SeTa.

As for the spin multiplicity: 1. Its total charge is +3. The energy relative to the best compared isomer or geometry (same formula, charge and spin) comes out at 76.6 kJ/mol. The total energy is -203753.331 eV.

Last column: Löwdin charge in e.
Atoms and positions in Å:
Ta -0.05345 0.43537 -0.54085  1.889
O -1.27067 0.85232 1.23536  -0.176
C -1.55350 2.13903 1.78855  -0.193
C -2.82648 2.37711 2.25503  0.012
C -3.10842 3.61821 2.81285  -0.029
C -2.13037 4.59580 2.87015  -0.033
C -0.86018 4.33342 2.37578  0.004
C -0.54309 3.09336 1.84205  -0.099
C 0.83927 2.78030 1.31022  -0.273
O 0.59566 1.99274 0.16354  -0.306
N 1.72436 2.02979 2.18248  0.037
N 1.34219 0.73136 2.32464  -0.064
C 1.61925 0.08166 3.38531  -0.170
C 1.31347 -1.33770 3.44495  -0.577
Br 0.08740 -1.88784 2.07484  0.883
C 1.74534 -2.23956 4.33498  -0.068
C 2.71014 -2.01769 5.41123  -0.224
C 3.78160 -1.12385 5.30758  -0.051
C 4.65365 -0.95449 6.36860  -0.056
C 4.46505 -1.66907 7.54418  -0.045
C 3.41469 -2.57018 7.65273  -0.046
C 2.55045 -2.75527 6.58815  -0.021
H -2.00511 0.25742 1.44537  0.106
H -3.59864 1.61796 2.19350  0.132
H -4.10053 3.81501 3.19487  0.126
H -2.35864 5.56371 3.29376  0.125
H -0.09907 5.10457 2.39936  0.132
H 1.37494 3.67662 0.99411  0.163
H 1.90379 2.52106 3.05597  0.157
H 2.09681 0.53109 4.25544  0.140
H 1.32046 -3.23655 4.28459  0.116
H 3.96752 -0.59709 4.37948  0.104
H 5.49247 -0.27783 6.27729  0.115
H 5.14941 -1.53811 8.37139  0.119
H 3.27708 -3.13765 8.56273  0.119
H 1.73887 -3.46790 6.66974  0.121
N 0.88627 1.73787 -2.27728  0.038
C 0.70881 3.16539 -2.10424  -0.253
C 1.80053 4.00729 -2.03127  -0.013
C 1.59380 5.35903 -1.78730  -0.044
C 0.30546 5.83612 -1.60736  -0.039
C -0.77989 4.97373 -1.68728  -0.001
C -0.59796 3.61694 -1.94421  -0.140
C -1.76357 2.68860 -1.99693  -0.159
C -2.91697 3.18470 -2.61274  -0.006
C -4.11851 2.50159 -2.57297  -0.026
C -4.18239 1.30190 -1.88060  -0.059
C -3.03016 0.77099 -1.32573  -0.162
C -1.77647 1.40688 -1.39049  -0.235
H 0.46918 1.47767 -3.16821  0.121
H 1.88263 1.54219 -2.34904  0.117
H 2.80441 3.62344 -2.17612  0.125
H 2.43698 6.03461 -1.74086  0.122
H 0.14185 6.88626 -1.40705  0.122
H -1.77992 5.35515 -1.52711  0.127
H -2.86530 4.13790 -3.12221  0.128
H -4.99559 2.91129 -3.05521  0.126
H -5.12126 0.77231 -1.78497  0.118
H -3.13575 -0.18103 -0.81820  0.075
Se 4.48000 -3.03524 -6.10466  1.268
N 4.71305 -2.62458 -4.39317  -0.197
C 3.57901 -2.13349 -3.96281  -0.343
C 3.37762 -1.67610 -2.59808  -0.059
C 4.36253 -1.78666 -1.60857  0.074
C 4.06232 -1.36444 -0.33211  0.017
C 2.81799 -0.81033 -0.07322  -0.087
N 1.87010 -0.66910 -1.01144  -0.028
C 2.14299 -1.13131 -2.25867  -0.145
C 1.03884 -1.10133 -3.21461  -0.148
N -0.14594 -0.62578 -2.74942  -0.024
C -1.17882 -0.61773 -3.59094  -0.090
C -1.08785 -1.05598 -4.90870  0.012
C 0.11254 -1.52678 -5.38925  0.059
C 1.20856 -1.56132 -4.52255  -0.061
C 2.51337 -2.06976 -4.91409  -0.342
N 2.78469 -2.50921 -6.11663  -0.197
H 5.32480 -2.21355 -1.86054  0.142
H 4.77677 -1.44371 0.47450  0.132
H 2.57849 -0.43292 0.91188  0.081
H -2.11693 -0.24004 -3.20874  0.102
H -1.96569 -1.01255 -5.53821  0.131
H 0.22350 -1.86996 -6.40980  0.140
N -1.16436 -1.46014 -0.50007  -0.004
C -1.76861 -2.45967 -0.51768  -0.227
N -2.42790 -3.55265 -0.54466  -0.031
C -2.57352 -4.35321 -1.79142  -0.055
C -4.05436 -4.43065 -2.13069  -0.170
O -4.78036 -4.93815 -1.03684  -0.092
C -4.71489 -4.09268 0.08768  -0.168
C -3.28298 -3.99460 0.59176  -0.058
H -2.16780 -5.34207 -1.57662  0.147
H -1.98640 -3.88487 -2.58037  0.131
H -4.20756 -5.11123 -2.96619  0.146
H -4.43056 -3.43769 -2.41406  0.134
H -5.34810 -4.52729 0.85877  0.147
H -5.10045 -3.09388 -0.15977  0.134
H -2.91172 -4.97049 0.90528  0.147
H -3.17429 -3.28684 1.41213  0.131

Atoms 1-2, force components in eV/Å:
-0.368 0.142 -0.759
-0.298 -0.262 0.056

(2)
DFT (ωB97M-V/def2-TZVPD) results for the ion C6H10N3S with charge +1.

As for the spin multiplicity: 1. Its total charge is +1. The energy relative to the best compared isomer or geometry (same formula, charge and spin) comes out at 65.2 kJ/mol. The total energy is -21682.280 eV.

Last column: natural (NBO) charge in e.
Atoms and positions in Å:
N 0.47740 1.19374 -0.72251  -0.209
S 1.65873 -2.52963 -1.64637  0.065
C 1.16999 0.13784 -1.21958  0.337
C -0.36208 -1.42370 -0.23346  -0.184
C 0.69493 -1.16172 -1.06325  -0.134
C -0.92125 -0.36538 0.41428  0.257
N 2.13305 0.48709 -2.09134  -0.764
N -0.49102 0.90984 0.18168  -0.062
C -1.86319 -0.58788 1.59546  -0.661
C -0.74214 2.00577 1.08555  -0.420
H 2.69076 -2.32044 -0.82646  0.159
H -0.50196 -2.47179 0.11715  0.275
H 2.20520 1.47789 -2.36969  0.429
H 2.41640 -0.19366 -2.83854  0.428
H -1.74131 -1.62328 1.89128  0.246
H -1.57269 0.05282 2.44776  0.245
H -2.92761 -0.54310 1.35849  0.267
H -0.24279 2.88856 0.69149  0.261
H -0.36270 1.80836 2.10978  0.236
H -1.71771 2.25866 1.11827  0.228

Atoms 1-2, force components in eV/Å:
-0.009 -1.242 1.124
-0.248 -0.372 -0.576

(3)
DFT (ωB97M-V/def2-TZVPD) results for a cluster of 2 separate species, C3H9NO2 in total.

As for the spin multiplicity: 2. Its total charge is +1. The energy relative to the best compared isomer or geometry (same formula, charge and spin) comes out at 113.5 kJ/mol. The expectation value of S² is 0.77. The total energy is -8832.334 eV.

Last column: Mulliken spin population.
Atoms and positions in Å:
C 1.60939 0.02176 0.71320  -0.012
C 0.60505 0.46092 -0.27337  -0.093
N -0.76771 0.54972 0.10096  0.696
C -1.21178 0.48983 1.44319  0.020
O 0.87837 0.69781 -1.42674  0.306
H 1.34033 -0.50474 1.61847  0.001
H 2.47601 -0.37780 0.23289  -0.004
H 2.05283 1.01164 0.99148  -0.011
H -1.48109 0.91679 -0.53514  -0.026
H -0.78058 1.36321 2.00319  0.078
H -0.72930 -0.35240 1.95932  0.039
H -2.30908 0.34645 1.48802  0.006
H -0.73409 -1.59891 -2.02238  0.000
H -0.26981 -1.13296 -3.36153  0.000
O -0.67854 -1.89133 -2.93155  0.002

Atoms 1-2, force components in eV/Å:
0.684 2.079 0.792
0.200 -1.287 -0.866

(4)
DFT (ωB97M-V/def2-TZVPD) results for a structure of composition C30H38N7S2Si2TeTi.

As for the spin multiplicity: 2. Its total charge is +2. The energy relative to the best compared isomer or geometry (same formula, charge and spin) comes out at 0.0 kJ/mol. The expectation value of S² is 0.75. The total energy is -109979.841 eV.

Last column: Mulliken spin population.
Atoms and positions in Å:
Ti 13.13011 14.09637 9.40385  0.936
N 15.65454 13.61850 6.85652  0.012
C 16.09738 13.71668 8.13633  -0.016
N 15.30546 13.66790 9.20539  -0.026
C 16.04265 13.81010 10.43457  0.008
C 17.40615 14.07357 10.23156  0.002
S 17.82889 14.05018 8.52716  0.000
C 15.15924 13.84597 11.63004  0.014
C 15.44343 13.51162 12.94912  0.002
S 14.02903 13.56799 13.93077  0.000
C 13.10791 14.10487 12.53403  0.021
N 13.74964 14.11947 11.38082  -0.055
N 11.75772 14.33782 12.64842  0.008
H 14.75414 13.22063 6.73396  0.015
H 16.39290 13.58052 6.13604  -0.001
H 18.17376 14.18331 10.96641  0.000
H 16.42601 13.24633 13.36286  0.000
H 11.40404 14.33656 13.55803  -0.001
H 11.19327 14.71234 11.87813  0.005
N 6.22395 21.54025 9.56937  0.000
C 6.84010 20.55994 9.33775  0.000
C 7.77428 19.49628 9.28747  0.000
C 7.54368 18.40315 8.43366  0.000
C 8.50777 17.44227 8.25434  -0.001
C 9.77936 17.47913 8.95633  0.001
C 9.99945 18.63763 9.74802  0.000
C 8.99252 19.56667 10.03067  0.000
C 10.77119 16.41432 8.83611  -0.029
C 10.36656 15.10379 9.29654  0.033
C 9.07159 14.71189 9.70118  0.003
C 9.10606 13.32063 10.02045  0.008
C 10.39769 12.89209 9.82430  0.021
N 11.21442 13.96740 9.40630  -0.031
C 12.14460 16.75144 8.55307  0.012
C 12.64770 18.03311 8.05457  -0.005
C 14.06130 18.04590 8.23930  0.003
C 14.35905 16.83674 8.86764  0.019
N 13.28655 16.00381 8.94777  0.037
H 6.56355 18.28761 7.93584  0.000
H 8.32886 16.59556 7.56275  0.000
H 10.96332 18.79215 10.20136  0.000
H 9.07386 20.33651 10.83908  0.000
H 8.15227 15.30154 9.63784  0.001
H 8.27335 12.66380 10.27557  0.001
H 10.89098 12.01547 10.19873  -0.008
H 12.03992 18.83090 7.69923  0.000
H 14.73160 18.79957 7.86269  0.000
H 15.34326 16.50344 9.27800  -0.001
C 15.06651 9.79854 12.15968  0.000
Si 15.62526 9.02189 10.55275  -0.001
C 17.50560 8.59009 10.47202  0.000
C 14.64865 7.44912 10.20088  0.000
C 15.32831 10.17122 9.09642  0.000
Te 13.22104 10.99780 9.05411  0.006
C 12.85287 11.00103 6.96917  0.001
Si 11.41423 9.81633 6.37054  0.001
C 10.26432 10.68707 5.13440  0.000
C 12.32432 8.32521 5.61257  0.000
C 10.38800 9.37907 7.87420  0.001
H 15.75018 9.53149 12.97383  0.000
H 14.05004 9.59455 12.45698  0.000
H 15.21983 10.88050 12.02853  0.000
H 17.85160 8.11392 11.42249  0.000
H 18.12399 9.48056 10.31999  0.000
H 17.79822 7.92471 9.60865  0.000
H 14.46332 6.90171 11.15027  0.000
H 15.27471 6.84363 9.53077  0.000
H 13.71515 7.69852 9.73414  0.000
H 15.56797 9.67936 8.14486  0.000
H 16.00547 11.02625 9.13550  0.002
H 13.78456 10.77142 6.49409  0.003
H 12.49706 12.00761 6.73360  -0.002
H 10.81921 11.42292 4.49927  0.000
H 9.51984 11.26919 5.66022  0.000
H 9.71707 9.95779 4.52319  0.000
H 12.95890 8.56093 4.72710  0.000
H 11.46136 7.69815 5.34502  0.000
H 12.96053 7.79326 6.34687  0.000
H 9.77276 10.24325 8.18224  0.000
H 11.02798 9.20283 8.69704  -0.001
H 9.76983 8.53698 7.58649  0.000

Atoms 1-2, force components in eV/Å:
2.022 -0.922 0.269
2.035 0.454 0.681

Repeat the third record exactly.
DFT (ωB97M-V/def2-TZVPD) results for a cluster of 2 separate species, C3H9NO2 in total.

As for the spin multiplicity: 2. Its total charge is +1. The energy relative to the best compared isomer or geometry (same formula, charge and spin) comes out at 113.5 kJ/mol. The expectation value of S² is 0.77. The total energy is -8832.334 eV.

Last column: Mulliken spin population.
Atoms and positions in Å:
C 1.60939 0.02176 0.71320  -0.012
C 0.60505 0.46092 -0.27337  -0.093
N -0.76771 0.54972 0.10096  0.696
C -1.21178 0.48983 1.44319  0.020
O 0.87837 0.69781 -1.42674  0.306
H 1.34033 -0.50474 1.61847  0.001
H 2.47601 -0.37780 0.23289  -0.004
H 2.05283 1.01164 0.99148  -0.011
H -1.48109 0.91679 -0.53514  -0.026
H -0.78058 1.36321 2.00319  0.078
H -0.72930 -0.35240 1.95932  0.039
H -2.30908 0.34645 1.48802  0.006
H -0.73409 -1.59891 -2.02238  0.000
H -0.26981 -1.13296 -3.36153  0.000
O -0.67854 -1.89133 -2.93155  0.002

Atoms 1-2, force components in eV/Å:
0.684 2.079 0.792
0.200 -1.287 -0.866